No. 1
Formula: C20H24FN3O2S
Source: the OMol25 dataset
Level of theory: ωB97M-V with the def2-TZVPD basis set

```
! RIJCOSX wB97M-V def2-TZVPD def2/J DEFGRID3
* xyz 0 1
C -5.829 -2.227 0.805
C -4.659 -1.453 0.310
C -3.357 -1.561 0.668
C -2.501 -0.644 -0.006
C -1.064 -0.581 0.249
N -0.269 -1.601 -0.002
N 0.965 -1.223 0.353
C 2.027 -2.104 0.167
C 1.745 -3.451 -0.063
C 2.759 -4.367 -0.260
C 4.084 -3.961 -0.232
C 4.386 -2.629 -0.016
C 3.366 -1.717 0.175
F 3.710 -0.421 0.362
C 0.965 0.036 0.862
C -0.328 0.496 0.811
C -0.867 1.804 1.287
N 0.082 2.893 1.101
C -0.395 4.119 1.707
C 0.477 3.086 -0.285
C 1.916 3.632 -0.344
O 2.686 3.076 0.696
C 2.580 3.237 -1.672
O 2.669 1.843 -1.792
C -3.169 0.150 -0.890
C -2.627 1.178 -1.820
S -4.868 -0.213 -0.891
H -5.503 -2.958 1.540
H -6.320 -2.748 -0.016
H -6.562 -1.565 1.266
H -2.993 -2.266 1.393
H 0.708 -3.745 -0.089
H 2.515 -5.403 -0.435
H 4.879 -4.674 -0.382
H 5.405 -2.276 0.000
H 1.848 0.516 1.225
H -1.069 1.735 2.363
H -1.829 2.004 0.786
H 0.356 4.897 1.589
H -0.560 3.954 2.772
H -1.337 4.471 1.259
H 0.479 2.113 -0.782
H -0.203 3.757 -0.831
H 1.917 4.731 -0.257
H 2.053 2.860 1.402
H 3.577 3.695 -1.718
H 1.983 3.594 -2.514
H 3.097 1.526 -0.984
H -2.978 0.993 -2.835
H -1.540 1.148 -1.816
H -2.955 2.180 -1.535
*
```

Summary:
Frontier orbital gap ... 0.329 Eh
Lowest unoccupied orbital energy ... 0.73 eV
Energy above the lowest of the compared OMol25 structures with the same formula, charge and spin ... 54.47 kcal per mole
DFT total energy ... -43247.0621 eV
SMILES string ... Cc1cc(-c2nn(-c3ccccc3F)cc2CN(C)C[C@@H](O)CO)c(C)s1
HOMO energy ... -0.30168 Ha

Atomic partial charges in e from the Mulliken method, atoms 1 to 6: atom 1 (C): -1.28, atom 2 (C): 0.79, atom 3 (C): -1.17, atom 4 (C): 0.07, atom 5 (C): 0.31, atom 6 (N): -1.09

No. 2
Formula: C20H24FN3O4S
Source: the OMol25 dataset
Level of theory: ωB97M-V with the def2-TZVPD basis set

```
! RIJCOSX wB97M-V def2-TZVPD def2/J DEFGRID3
* xyz 0 1
C -0.803 -3.254 -0.695
N -2.095 -2.632 -0.477
C -2.312 -1.535 -1.402
C -3.725 -0.974 -1.224
N -3.938 -0.571 0.147
C -4.347 0.620 0.610
O -4.624 0.809 1.784
C -4.468 1.786 -0.383
O -3.375 1.951 -1.264
C -2.115 1.937 -0.737
C -1.075 1.773 -1.653
C 0.226 1.645 -1.217
C 0.515 1.673 0.144
N 1.852 1.416 0.535
C 2.329 1.992 1.774
S 2.240 -0.228 0.443
O 1.599 -0.786 -0.709
O 2.019 -0.869 1.709
C 4.003 -0.128 0.140
C 4.896 -0.578 1.094
C 6.256 -0.479 0.853
C 6.676 0.074 -0.346
F 7.994 0.177 -0.585
C 5.786 0.525 -1.309
C 4.430 0.419 -1.055
C -0.511 1.897 1.050
C -1.818 2.042 0.616
C -3.671 -1.647 1.081
C -2.242 -2.148 0.884
H -0.677 -4.064 0.021
H -0.781 -3.670 -1.701
H 0.032 -2.548 -0.587
H -2.209 -1.915 -2.421
H -1.566 -0.735 -1.255
H -3.882 -0.141 -1.906
H -4.445 -1.769 -1.456
H -4.632 2.692 0.215
H -5.340 1.636 -1.027
H -1.316 1.723 -2.704
H 1.023 1.484 -1.923
H 3.419 1.963 1.754
H 1.982 1.434 2.649
H 1.999 3.027 1.838
H 4.512 -1.002 2.007
H 6.985 -0.820 1.571
H 6.160 0.945 -2.229
H 3.696 0.748 -1.772
H -0.305 1.939 2.108
H -2.591 2.204 1.349
H -3.821 -1.264 2.091
H -4.371 -2.467 0.891
H -2.052 -2.975 1.572
H -1.526 -1.337 1.107
*
```

Summary:
Frontier orbital gap ... 0.325 Eh
Lowest unoccupied orbital energy ... 0.47 eV
Energy above the lowest of the compared OMol25 structures with the same formula, charge and spin ... 10.74 kcal per mole
DFT total energy ... -47341.9277 eV
SMILES string ... CN1CCN(C(=O)COc2ccc(N(C)S(=O)(=O)c3ccc(F)cc3)cc2)CC1
HOMO energy ... -0.30735 Ha

Atomic partial charges in e from the Mulliken method, atoms 1 to 6: atom 1 (C): -0.89, atom 2 (N): -0.20, atom 3 (C): -0.04, atom 4 (C): -1.13, atom 5 (N): 0.17, atom 6 (C): 0.70

No. 3
Formula: C20H24IrN6SbSe4
Source: the OMol25 dataset
Level of theory: ωB97M-V with the def2-TZVPD basis set

```
! RIJCOSX wB97M-V def2-TZVPD def2/J DEFGRID3
* xyz 0 5
Ir -15.370 1.228 3.668
C -18.432 1.293 3.734
N -17.437 0.492 4.353
C -17.370 0.517 5.844
C -15.942 0.249 6.331
N -14.900 0.595 5.612
C -13.783 0.375 6.457
C -12.393 0.540 6.215
C -11.564 0.148 7.220
C -12.058 -0.331 8.455
C -13.358 -0.550 8.696
C -14.260 -0.141 7.680
N -15.595 -0.156 7.540
C -19.415 0.484 2.976
N -19.530 -0.783 2.999
C -20.733 -1.035 2.229
C -21.220 -2.255 1.811
C -22.263 -2.171 0.901
C -22.805 -0.961 0.398
C -22.278 0.298 0.878
C -21.256 0.182 1.771
N -20.352 1.141 2.245
H -18.034 2.031 3.040
H -18.940 1.892 4.510
H -17.608 -0.445 4.023
H -18.042 -0.220 6.254
H -17.565 1.462 6.261
H -12.002 0.911 5.288
H -10.512 0.293 7.256
H -11.276 -0.717 9.152
H -13.639 -1.019 9.628
H -16.279 -0.459 8.234
H -20.796 -3.226 2.218
H -22.619 -3.103 0.607
H -23.638 -0.952 -0.314
H -22.653 1.235 0.572
H -20.548 2.148 2.335
Se -13.281 3.776 4.824
Sb -16.005 3.676 4.926
Se -16.514 5.616 3.707
Se -16.732 3.595 7.223
Se -13.225 2.202 3.112
C -15.006 -0.401 0.748
C -15.919 0.777 0.678
C -17.361 0.244 0.341
C -15.426 1.894 -0.290
N -16.011 1.396 2.008
H -15.081 -0.992 -0.166
H -15.282 -1.208 1.525
H -13.970 -0.043 0.847
H -17.432 -0.254 -0.619
H -18.060 1.098 0.477
H -17.721 -0.423 1.133
H -15.205 1.467 -1.283
H -14.556 2.449 0.078
H -16.270 2.605 -0.492
*
```

Summary:
Frontier orbital gap (alpha / beta) ... 0.237 / 0.182 Eh
Lowest unoccupied orbital energy (alpha / beta) ... 0.07 / -2.23 eV
DFT total energy ... -300831.2354 eV
HOMO energy (alpha / beta) ... -0.23459 / -0.26425 Ha
<S²> ... 6.04

Atomic partial charges in e from the Mulliken method, atoms 1 to 6: atom 1 (Ir): 0.20, atom 2 (C): -0.91, atom 3 (N): 0.06, atom 4 (C): -0.79, atom 5 (C): 0.23, atom 6 (N): 0.31

No. 4
Formula: C20H24MoN10S4
Source: the OMol25 dataset
Level of theory: ωB97M-V with the def2-TZVPD basis set

```
! RIJCOSX wB97M-V def2-TZVPD def2/J DEFGRID3
* xyz 2 1
Mo 0.266 -0.211 0.356
S 1.327 -1.037 2.364
C -0.070 -0.183 2.511
S -2.466 -0.155 0.721
C -0.793 0.424 3.465
C -1.747 1.444 3.107
N -2.446 2.291 2.765
C -0.532 0.153 4.850
N -0.324 -0.066 5.960
C -1.544 3.819 -1.698
N -0.598 3.886 -0.581
C -0.023 5.194 -0.222
C 1.110 4.808 0.728
N 0.875 3.372 0.970
C 1.476 2.793 2.160
C -0.124 2.927 0.213
N -0.555 1.632 0.169
C -1.937 1.328 -0.206
C -2.061 -1.599 -0.296
N -0.686 -2.004 0.003
C -0.334 -3.317 -0.071
N -1.163 -4.332 -0.357
C -2.470 -4.408 -1.031
C -0.521 -5.628 -0.063
C 0.900 -5.238 0.334
N 0.882 -3.768 0.281
C 2.165 -3.122 0.036
H -1.356 4.685 -2.326
H -2.578 3.865 -1.364
H -1.372 2.936 -2.309
H -0.783 5.825 0.237
H 0.342 5.682 -1.123
H 1.064 5.344 1.673
H 2.097 4.954 0.293
H 1.102 3.295 3.052
H 2.558 2.908 2.111
H 1.259 1.740 2.248
H -2.046 1.127 -1.270
H -2.624 2.103 0.116
H -2.229 -1.373 -1.349
H -2.774 -2.339 0.043
H -2.599 -3.617 -1.760
H -3.301 -4.425 -0.327
H -2.480 -5.347 -1.578
H -0.555 -6.254 -0.951
H -1.060 -6.132 0.737
H 1.646 -5.617 -0.363
H 1.162 -5.570 1.335
H 2.798 -3.161 0.920
H 2.047 -2.090 -0.265
H 2.669 -3.638 -0.782
S 0.085 -0.171 -2.139
C 1.696 0.455 -2.094
S 2.336 0.423 -0.464
C 2.437 0.854 -3.145
C 1.868 0.803 -4.464
N 1.350 0.735 -5.487
C 3.781 1.328 -2.944
N 4.857 1.671 -2.726
*
```

Summary:
Frontier orbital gap ... 0.211 Eh
Lowest unoccupied orbital energy ... -8.91 eV
DFT total energy ... -81209.2354 eV
HOMO energy ... -0.53844 Ha

Atomic partial charges in e from the Mulliken method, atoms 1 to 6: atom 1 (Mo): -1.93, atom 2 (S): 0.04, atom 3 (C): 0.69, atom 4 (S): -0.08, atom 5 (C): 1.35, atom 6 (C): -0.12

no.,largest force on an atom (hartree/bohr)
1,0.0177
2,0.0193
3,0.0640
4,0.0164